Record 1
{"formula": "C2HNO4", "method": "ωB97M-V/def2-TZVPD", "symbols": ["C", "C", "N", "O", "O", "O", "O", "H"], "coordinates": [[1.505, -0.066, -0.267], [-1.715, 0.579, 0.274], [-1.091, -0.511, 0.327], [0.422, 0.426, 0.334], [1.688, -1.033, -1.009], [-2.186, 1.588, 0.603], [-0.966, -1.582, -0.182], [2.342, 0.599, -0.080]], "mol_weight_g_mol": 103.03, "orbital_gap_ev": 7.747, "de_lowest_ev": 5.356, "charge": 0, "e_homo_ev": -10.1164, "fmax_ev_per_a": 3.11, "e_lumo_ev": -2.37}

=====

Record 2
{"formula": "C3H7NO", "method": "ωB97M-V/def2-TZVPD", "symbols": ["C", "N", "C", "C", "O", "H", "H", "H", "H", "H", "H", "H"], "coordinates": [[-1.201, 0.133, 1.592], [-1.331, -1.260, 2.073], [1.868, 0.384, -1.633], [0.575, 0.036, -1.973], [-0.103, 0.288, -3.055], [-1.721, 1.080, 1.934], [-1.622, -0.391, 0.755], [-0.238, 0.567, 1.228], [-1.119, -1.216, 3.026], [2.244, 0.053, -0.636], [2.552, 1.018, -2.182], [0.096, -0.692, -1.130]], "mol_weight_g_mol": 73.09, "orbital_gap_ev": 3.011, "de_lowest_ev": 9.877, "charge": 0, "e_homo_ev": -7.5256, "fmax_ev_per_a": 4.36, "e_lumo_ev": -4.51}

=====

Record 3
{"formula": "C7H11N3OS", "method": "ωB97M-V/def2-TZVPD", "symbols": ["C", "C", "C", "C", "C", "C", "C", "N", "N", "N", "O", "S", "H", "H", "H", "H", "H", "H", "H", "H", "H", "H", "H"], "coordinates": [[-0.384, -0.460, -1.934], [0.071, -1.554, 0.287], [1.765, -0.067, 0.071], [-0.458, -1.766, -1.138], [0.431, 0.656, -0.094], [-1.075, 2.666, 0.334], [0.250, 2.003, 0.577], [0.094, 0.583, -1.444], [-0.409, -0.371, 0.872], [-0.238, -2.751, 1.011], [1.548, -1.391, 0.179], [3.140, 0.708, 0.009], [-0.619, -0.391, -2.942], [-1.519, -2.104, -1.230], [0.083, -2.319, -1.817], [-1.049, 3.766, -0.020], [-1.615, 2.491, 1.222], [-1.594, 2.089, -0.531], [0.528, 1.994, 1.698], [1.175, 2.416, 0.058], [-0.093, -0.435, 1.829], [0.511, -3.398, 1.110], [-0.541, -2.363, 1.895]], "mol_weight_g_mol": 185.25, "orbital_gap_ev": 9.102, "de_lowest_ev": 2.784, "charge": 0, "e_homo_ev": -8.6600, "smiles": "CC[C@]12N=CC[C@](N)(N1)OC2=S", "fmax_ev_per_a": 5.35, "e_lumo_ev": 0.44}

=====

Record 4
{"formula": "C3H7NOS2", "method": "ωB97M-V/def2-TZVPD", "symbols": ["N", "C", "C", "O", "C", "S", "S", "H", "H", "H", "H", "H", "H", "H"], "coordinates": [[2.126, 1.338, -0.061], [1.419, 0.123, -0.480], [1.691, -0.318, -1.933], [0.969, -0.559, -2.860], [-0.121, 0.006, -0.563], [-0.699, 0.517, 1.113], [-2.214, -0.779, 1.617], [3.056, 1.176, 0.245], [1.542, 2.121, 0.194], [1.751, -0.564, 0.335], [2.743, -0.530, -2.034], [-0.201, -1.132, -0.581], [-0.651, 0.832, -1.169], [-2.204, -1.478, 0.485]], "mol_weight_g_mol": 137.23, "orbital_gap_ev": 8.528, "de_lowest_ev": 3.011, "charge": 0, "e_homo_ev": -8.0404, "smiles": "N[C@H](C=O)CSS", "fmax_ev_per_a": 2.99, "e_lumo_ev": 0.49}

=====

Record 5
{"formula": "C3H10NO2", "method": "ωB97M-V/def2-TZVPD", "symbols": ["C", "C", "C", "N", "O", "O", "H", "H", "H", "H", "H", "H", "H", "H", "H", "H"], "coordinates": [[-0.512, -1.119, -0.811], [-1.387, 0.739, 0.489], [1.044, 0.500, 0.423], [-0.410, -0.311, 0.431], [1.252, 1.226, -0.691], [1.969, -0.569, 0.471], [-0.753, -0.595, -1.709], [0.467, -1.468, -1.119], [-1.242, -1.843, -0.672], [-1.074, 1.520, -0.109], [-2.273, 0.335, -0.081], [-1.666, 0.987, 1.477], [1.064, 1.178, 1.462], [-0.358, -0.922, 1.145], [1.098, 0.666, -1.516], [2.779, -0.322, 0.811]], "mol_weight_g_mol": 92.12, "orbital_gap_ev": 13.263, "de_lowest_ev": 2.290, "charge": 1, "e_homo_ev": -16.2866, "smiles": "C[NH+](C)C(O)O", "fmax_ev_per_a": 6.58, "e_lumo_ev": -3.02}

=====

Record 6
{"formula": "C4H5F", "method": "ωB97M-V/def2-TZVPD", "symbols": ["C", "C", "C", "C", "H", "H", "H", "H", "H", "F"], "coordinates": [[-1.768, 0.276, -0.007], [-0.623, -0.446, 0.131], [0.671, 0.154, -0.031], [1.918, -0.188, -0.182], [-1.639, 1.301, -0.120], [-0.829, -1.465, 0.359], [0.506, 1.149, 0.270], [2.221, -1.220, -0.288], [2.496, 0.659, 0.027], [-2.953, -0.221, -0.158]], "mol_weight_g_mol": 72.08, "orbital_gap_ev": 9.884, "de_lowest_ev": 1.040, "charge": 0, "e_homo_ev": -8.8696, "smiles": "C=C/C=C/F", "fmax_ev_per_a": 4.33, "e_lumo_ev": 1.01}